[1]
{"formula": "C7H10N3S2", "method": "ωB97M-V with the def2-TZVPD basis set", "max_force_ev_per_a": 1.622, "e_homo_ev": [-11.250, -11.260], "charge": 1, "homo_lumo_gap_ev": [5.937, 5.955], "species": ["C", "C", "C", "C", "C", "C", "C", "N", "N", "N", "S", "S", "H", "H", "H", "H", "H", "H", "H", "H", "H", "H"], "xyz": [[2.69142, -0.50201, 0.43609], [1.85597, -1.55397, 0.60309], [2.14314, 0.73217, -0.00171], [0.05452, -0.21506, -0.01146], [-2.71619, -0.86761, 0.19627], [-4.14180, -0.67895, -0.05546], [2.01036, 3.31257, -0.90341], [0.84018, 0.81627, -0.21401], [0.48756, -1.45574, 0.39344], [-0.33145, -2.42704, 0.55285], [-1.61498, 0.22348, -0.39594], [3.17275, 2.09133, -0.24823], [3.74801, -0.59643, 0.62244], [2.19977, -2.53070, 0.90938], [-2.36948, -1.73295, 0.74860], [-4.54050, -1.54439, -0.59245], [-4.34466, 0.22653, -0.61961], [-4.69167, -0.65239, 0.88985], [2.59587, 4.20084, -1.11898], [1.24568, 3.52637, -0.16430], [1.56603, 2.92378, -1.81376], [0.13946, -3.29613, 0.78732]], "mulliken_charge": [-0.703, -0.145, 0.629, 0.461, 0.215, -1.086, -0.818, -0.292, 0.721, -1.352, 0.003, -0.020, 0.431, 0.344, 0.451, 0.322, 0.393, 0.330, 0.368, 0.281, 0.284, 0.184]}

=====

[2]
{"formula": "C15H33HgNO8S", "method": "ωB97M-V with the def2-TZVPD basis set", "max_force_ev_per_a": 2.516, "e_homo_ev": -8.714, "homo_lumo_gap_ev": 9.359, "species": ["Hg", "C", "C", "O", "O", "H", "H", "H", "C", "C", "O", "O", "H", "H", "H", "C", "C", "C", "O", "H", "H", "H", "H", "H", "H", "H", "H", "C", "C", "C", "O", "C", "N", "H", "H", "H", "H", "H", "H", "H", "H", "H", "H", "H", "C", "C", "C", "S", "O", "O", "C", "H", "H", "H", "H", "H", "H", "H", "H"], "xyz": [[-0.38766, -0.07251, -0.54998], [0.64917, -1.93115, -4.27211], [0.29919, -1.29062, -2.95148], [0.36884, -0.02496, -2.82189], [-0.00106, -1.98524, -1.95144], [1.03944, -2.93795, -4.13033], [1.48378, -1.36837, -4.69381], [-0.18321, -1.95139, -4.96975], [-2.60083, -1.24467, 2.97544], [-1.80207, -0.81121, 1.77121], [-1.86628, -1.50938, 0.71102], [-1.14642, 0.25965, 1.76003], [-2.49036, -2.28769, 3.26042], [-3.65372, -1.08012, 2.73532], [-2.39269, -0.60828, 3.83539], [-4.42846, 0.48285, -2.62138], [-2.93865, 0.76659, -2.71987], [-2.73648, 2.11476, -3.42908], [-2.40582, 0.88362, -1.38286], [-4.91387, 0.34374, -3.58907], [-4.93687, 1.31101, -2.10886], [-4.74904, -0.38248, -2.03271], [-2.38043, 0.03493, -3.30215], [-3.20706, 2.87779, -2.80384], [-3.28895, 2.10415, -4.37098], [-1.67499, 2.30198, -3.56685], [-3.13082, 1.26454, -0.87265], [2.99605, 1.77914, -0.17634], [1.75848, 2.11885, 0.64649], [1.96210, 3.42836, 1.41083], [0.72897, 3.81078, 1.98405], [0.83810, 4.88598, 2.88411], [0.53789, 2.15821, -0.22211], [3.26998, 2.60561, -0.84162], [2.88036, 0.92995, -0.84641], [3.80985, 1.59056, 0.52811], [1.63655, 1.35440, 1.41724], [2.26372, 4.23160, 0.72435], [2.73129, 3.22821, 2.16316], [-0.18084, 5.10332, 3.21905], [1.30839, 5.75370, 2.42270], [1.28884, 4.57993, 3.83709], [-0.10508, 2.45540, 0.53164], [0.61258, 3.04349, -0.73093], [1.26089, -4.10482, 0.69831], [0.97717, -4.11278, 2.19694], [1.20017, -2.69177, 2.73891], [2.28670, -1.87444, 1.51058], [3.46276, -1.32636, 2.13239], [1.50135, -1.02524, 0.63058], [2.61065, -3.37041, 0.58069], [0.51261, -3.51342, 0.16622], [1.32623, -5.11298, 0.29600], [1.62002, -4.86039, 2.66171], [-0.05839, -4.43529, 2.32287], [1.81495, -2.76052, 3.63547], [0.31504, -2.08948, 2.91926], [3.39762, -3.93611, 1.08117], [2.91034, -3.10307, -0.43028]], "mulliken_charge": [2.400, -1.302, 1.062, -0.789, -0.811, 0.332, 0.342, 0.293, -1.300, 1.044, -0.794, -0.790, 0.296, 0.400, 0.308, -1.533, 0.709, -1.331, -0.389, 0.396, 0.389, 0.370, 0.145, 0.298, 0.424, 0.311, 0.199, -1.561, 0.896, -0.996, -0.240, -0.829, -0.629, 0.443, 0.212, 0.401, -0.040, 0.407, 0.396, 0.257, 0.307, 0.313, 0.351, 0.274, -0.379, -0.636, -0.476, 0.877, -0.839, -0.795, -0.905, 0.151, 0.421, 0.322, 0.330, 0.459, 0.053, 0.384, 0.393]}

=====

[3]
{"formula": "C43H114N12O19", "method": "ωB97M-V with the def2-TZVPD basis set", "max_force_ev_per_a": 7.057, "e_homo_ev": -8.602, "smiles": "COCCNCCOC.COCCNCCOC.COCCNCCOC.COCCNCCOC.COCCNCCOC.COCCNCCOC.NC(N)=O.NC(N)=O.NC(N)=O.OCCO.OCCO", "homo_lumo_gap_ev": 8.724, "species": ["C", "O", "C", "C", "N", "C", "C", "O", "C", "H", "H", "H", "H", "H", "H", "H", "H", "H", "H", "H", "H", "H", "H", "H", "C", "O", "C", "C", "N", "C", "C", "O", "C", "H", "H", "H", "H", "H", "H", "H", "H", "H", "H", "H", "H", "H", "H", "H", "C", "O", "C", "C", "N", "C", "C", "O", "C", "H", "H", "H", "H", "H", "H", "H", "H", "H", "H", "H", "H", "H", "H", "H", "C", "O", "C", "C", "N", "C", "C", "O", "C", "H", "H", "H", "H", "H", "H", "H", "H", "H", "H", "H", "H", "H", "H", "H", "C", "O", "C", "C", "N", "C", "C", "O", "C", "H", "H", "H", "H", "H", "H", "H", "H", "H", "H", "H", "H", "H", "H", "H", "C", "O", "C", "C", "N", "C", "C", "O", "C", "H", "H", "H", "H", "H", "H", "H", "H", "H", "H", "H", "H", "H", "H", "H", "N", "C", "N", "O", "H", "H", "H", "H", "N", "C", "N", "O", "H", "H", "H", "H", "N", "C", "N", "O", "H", "H", "H", "H", "O", "C", "C", "O", "H", "H", "H", "H", "H", "H", "O", "C", "C", "O", "H", "H", "H", "H", "H", "H"], "xyz": [[-1.58963, 3.71140, 1.41712], [-0.77556, 2.67505, 0.94305], [0.55667, 2.80421, 1.34467], [1.29132, 1.59534, 0.76779], [0.69805, 0.39017, 1.35889], [0.94344, -0.74644, 0.50383], [2.44728, -1.15945, 0.60089], [3.30142, -0.17890, -0.08984], [3.25575, -0.29101, -1.49060], [-1.55583, 3.82621, 2.50053], [-2.62784, 3.49058, 1.16918], [-1.45809, 4.74629, 1.10124], [0.58940, 2.80722, 2.43418], [0.85540, 3.80090, 1.01992], [2.30232, 1.75693, 1.14179], [1.24699, 1.66597, -0.31901], [-0.28092, 0.54141, 1.16182], [0.53777, -0.67474, -0.50533], [0.43848, -1.54895, 1.04152], [2.70803, -2.17235, 0.29405], [2.71701, -1.17853, 1.65682], [4.01912, -1.04743, -1.67278], [3.48889, 0.64213, -2.00342], [2.27322, -0.60768, -1.84052], [-3.61836, -9.04635, -0.28728], [-5.00120, -8.88147, -0.45689], [-5.50893, -7.58494, -0.09330], [-6.92489, -7.31025, -0.59289], [-7.86645, -8.13490, 0.09104], [-9.15646, -8.28861, -0.64169], [-10.09022, -9.22561, 0.07796], [-10.98467, -8.41951, 0.88946], [-11.90995, -9.26080, 1.59290], [-3.00938, -8.20287, -0.61255], [-3.29444, -9.88259, -0.90687], [-3.38921, -9.43601, 0.70455], [-4.82234, -6.78522, -0.37106], [-5.50704, -7.63378, 0.99561], [-6.85740, -7.63743, -1.63043], [-7.23503, -6.26965, -0.49773], [-7.39465, -9.02743, 0.12093], [-8.87597, -8.71849, -1.60326], [-9.70572, -7.36040, -0.79928], [-9.60587, -9.91611, 0.76840], [-10.72661, -9.81610, -0.58115], [-12.45007, -9.77980, 0.80105], [-12.64854, -8.70912, 2.17449], [-11.43283, -10.01241, 2.22183], [9.71702, -4.94499, -0.15797], [10.17151, -3.57638, -0.24862], [10.72708, -3.06339, 0.95299], [10.94347, -1.58183, 1.01800], [9.70354, -0.82967, 1.26523], [9.81755, 0.63137, 1.21623], [10.06173, 1.20653, -0.21791], [11.41403, 1.21916, -0.68842], [11.46224, 1.75871, -2.00402], [8.94281, -4.97513, 0.60871], [10.50184, -5.62578, 0.17171], [9.36555, -5.36314, -1.10121], [11.72482, -3.47376, 1.10854], [10.17309, -3.45983, 1.80389], [11.43272, -1.18331, 0.12924], [11.58867, -1.48114, 1.89075], [8.97819, -1.23814, 0.69329], [10.68357, 0.92018, 1.81179], [8.92658, 1.04573, 1.68803], [9.56551, 2.17539, -0.16148], [9.47171, 0.66109, -0.95443], [11.18292, 2.80716, -1.89993], [10.73864, 1.22327, -2.61868], [12.39351, 1.59297, -2.54564], [8.67004, -4.23549, -6.87038], [7.64010, -4.68980, -7.78078], [7.23894, -3.61633, -8.62965], [5.91950, -4.13065, -9.26844], [6.11028, -5.07183, -10.35598], [4.80737, -5.20261, -11.06406], [3.75695, -5.94976, -10.22671], [2.95554, -5.03995, -9.44252], [1.89610, -5.75548, -8.76952], [9.43603, -3.61291, -7.33271], [9.12151, -5.17985, -6.56629], [8.25532, -3.61225, -6.07812], [8.02026, -3.30681, -9.32380], [7.01754, -2.70937, -8.06707], [5.47695, -3.22157, -9.67568], [5.22469, -4.54107, -8.53572], [6.29116, -5.94129, -9.87492], [4.89825, -5.81247, -11.96289], [4.59271, -4.19100, -11.40853], [4.30561, -6.64832, -9.59496], [3.06179, -6.47681, -10.88021], [1.24995, -6.21997, -9.51439], [1.26702, -5.09652, -8.17108], [2.37271, -6.53679, -8.17749], [-6.23952, 0.60320, -4.05169], [-7.51858, 1.14823, -4.40683], [-8.20483, 1.57125, -3.21675], [-9.41647, 2.37162, -3.54591], [-10.51241, 1.65251, -4.17947], [-11.17704, 0.60791, -3.35526], [-12.52681, 0.15847, -3.91296], [-12.74548, -1.14192, -3.32294], [-13.90267, -1.83234, -3.80946], [-5.46844, 0.63701, -4.82137], [-6.24869, -0.38155, -3.58446], [-5.72484, 1.25151, -3.34254], [-7.58952, 2.30633, -2.69796], [-8.34496, 0.71371, -2.55865], [-9.19997, 3.18822, -4.23467], [-9.83506, 2.90357, -2.69157], [-10.17171, 1.22329, -5.02788], [-11.25436, 1.01522, -2.34717], [-10.58915, -0.30945, -3.32540], [-12.53302, 0.01946, -4.99404], [-13.22354, 0.95071, -3.63908], [-14.75566, -1.37567, -3.30748], [-13.81808, -2.87974, -3.51985], [-14.08747, -1.70125, -4.87566], [2.21110, 7.63662, -1.23798], [3.04680, 8.47821, -0.50443], [4.44121, 8.52314, -0.83897], [5.16295, 9.10574, 0.43020], [5.00038, 8.13879, 1.45550], [5.52954, 8.52162, 2.75963], [4.74989, 9.63839, 3.55970], [3.45461, 9.13818, 3.80005], [2.43216, 9.97219, 4.34031], [2.06758, 7.95063, -2.27186], [1.22809, 7.62586, -0.76718], [2.60587, 6.62501, -1.33230], [4.54535, 9.13836, -1.73271], [4.85220, 7.52071, -0.95860], [4.75158, 10.09167, 0.64657], [6.23614, 9.14473, 0.24350], [4.02027, 7.89718, 1.48873], [6.47455, 9.04852, 2.62764], [5.67366, 7.67851, 3.43528], [4.77141, 10.54901, 2.96102], [5.18122, 9.85436, 4.53715], [2.28390, 9.79431, 5.40543], [1.43831, 9.91553, 3.89630], [2.79625, 10.99262, 4.22087], [6.70145, -0.61804, 6.56038], [7.41373, -1.06681, 7.56417], [8.59689, -1.28124, 7.20264], [7.00486, -1.26068, 8.68000], [7.27456, -0.44064, 5.74786], [5.71667, -0.39850, 6.60617], [9.18152, -1.82107, 7.82464], [8.87406, -0.84741, 6.33369], [2.78960, 3.22304, 9.88945], [2.64627, 4.49592, 9.70353], [1.72648, 4.72629, 8.83380], [3.35978, 5.33007, 10.23927], [3.50727, 2.94369, 10.54290], [2.10049, 2.58813, 9.51248], [1.39389, 3.93362, 8.30356], [1.59989, 5.65356, 8.45402], [-6.48679, -0.00224, 4.22285], [-6.42335, -0.87588, 3.22839], [-7.36977, -1.75520, 3.28173], [-5.49455, -0.93577, 2.43984], [-5.69615, 0.62510, 4.26056], [-7.11917, -0.10787, 5.00326], [-7.22085, -2.55657, 2.68529], [-8.17010, -1.73664, 3.89754], [0.30692, -0.98105, 6.86712], [-0.40890, -2.12939, 7.29144], [0.64483, -3.32970, 7.24472], [1.57072, -3.17874, 8.35590], [0.50176, -1.19196, 5.95106], [-0.81729, -1.94331, 8.28477], [-1.16322, -2.32773, 6.53001], [1.29738, -3.39995, 6.37448], [0.24647, -4.33417, 7.38779], [2.13610, -2.42559, 8.16957], [-10.30522, 9.00799, 1.21774], [-10.23913, 10.31669, 1.81125], [-8.87183, 10.52499, 2.49114], [-8.79803, 11.72203, 3.32643], [-11.20723, 8.88866, 0.91156], [-10.36646, 11.13990, 1.10824], [-11.11275, 10.45833, 2.44751], [-8.07582, 10.34604, 1.76835], [-8.85469, 9.69209, 3.19405], [-8.89809, 12.49518, 2.76623]], "mulliken_charge": [-0.819, -0.292, -0.730, -0.299, -0.386, -0.603, -0.609, -0.340, -0.735, 0.322, 0.276, 0.288, 0.357, 0.445, 0.319, 0.260, 0.239, 0.341, 0.415, 0.403, 0.317, 0.282, 0.239, 0.311, -0.737, -0.322, -0.725, -0.497, -0.423, -0.720, -0.470, -0.327, -0.707, 0.306, 0.251, 0.280, 0.510, 0.346, 0.309, 0.368, 0.268, 0.402, 0.345, 0.325, 0.380, 0.301, 0.262, 0.276, -0.741, -0.295, -0.775, -0.318, -0.354, -0.831, -0.544, -0.325, -0.702, 0.317, 0.304, 0.244, 0.367, 0.407, 0.309, 0.257, 0.247, 0.332, 0.402, 0.497, 0.351, 0.291, 0.306, 0.258, -0.766, -0.305, -0.664, -0.444, -0.461, -0.695, -0.530, -0.333, -0.723, 0.312, 0.245, 0.291, 0.378, 0.376, 0.406, 0.281, 0.239, 0.307, 0.383, 0.323, 0.533, 0.298, 0.241, 0.308, -0.800, -0.330, -0.162, -1.086, -0.330, -0.528, -0.499, -0.286, -0.703, 0.301, 0.306, 0.306, 0.387, 0.332, 0.378, 0.420, 0.294, 0.306, 0.284, 0.327, 0.274, 0.284, 0.228, 0.297, -0.738, -0.297, -0.751, -0.477, -0.278, -0.875, -0.500, -0.309, -0.728, 0.309, 0.225, 0.305, 0.427, 0.378, 0.286, 0.399, 0.278, 0.398, 0.344, 0.348, 0.448, 0.250, 0.245, 0.312, -0.335, 0.694, -0.354, -0.659, 0.101, 0.192, 0.211, 0.150, -0.381, 0.656, -0.378, -0.667, 0.217, 0.159, 0.163, 0.232, -0.403, 0.658, -0.382, -0.667, 0.224, 0.180, 0.217, 0.171, -0.496, -0.326, -0.335, -0.508, 0.297, 0.257, 0.250, 0.278, 0.279, 0.300, -0.509, -0.325, -0.382, -0.498, 0.305, 0.269, 0.296, 0.285, 0.250, 0.308]}

=====

Results for energy above the lowest of the compared OMol25 structures with the same formula, charge and spin: 34.01; 0.00; 86.41 (in kcal/mol, following the order of the records).